Record 1
A molecular structure, C15H15Cl5CrNO10P2, computed with ωB97M-V with the def2-TZVPD basis set.

Molar mass   660.491 g mol⁻¹
E_HOMO (alpha / beta)   -0.50 / -3.66 eV
Multiplicity   6
LUMO (alpha / beta)   0.148 / 0.148 hartree
<S²>   8.78
Relative energy (zero: lowest compared OMol25 entry of this formula, charge and spin)   37.1 kJ/mol
Orbital gap (alpha / beta)   4.5 / 7.7 eV
Total charge   -2

Each line ends with the Mulliken charge.
Cartesian coordinates (Å):
Cr  -0.26717  0.74403  -0.27181  0.34
C  -3.00575  0.47836  2.42560  -1.81
C  -2.19163  -0.79031  2.27792  1.11
O  -2.61470  -1.75202  3.24789  -0.65
P  -0.38396  -0.50754  2.53473  0.94
O  -0.30589  0.04760  4.07329  -0.62
O  0.36968  -1.78981  2.46095  -1.00
O  0.15093  0.65237  1.70266  -0.43
P  -2.32428  -1.57766  0.59080  0.94
O  -3.64436  -0.93583  -0.08497  -0.61
O  -2.51105  -3.03457  0.77793  -0.89
O  -1.11666  -1.09357  -0.20385  0.10
H  -2.89286  0.88027  3.43609  0.44
H  -4.05738  0.24032  2.26324  0.37
H  -2.68746  1.22219  1.69370  0.25
H  -2.40761  -2.61555  2.84932  0.42
H  -0.35891  1.01155  4.02948  0.30
H  1.43784  -1.49385  1.11130  0.37
H  -3.44556  -0.00783  -0.35298  0.36
Cl  2.01034  0.93330  -2.39479  -0.23
C  1.92581  2.36780  -1.42398  1.33
C  0.90348  2.41432  -0.45544  -2.04
C  0.93472  3.58014  0.32246  1.30
Cl  -0.29146  3.75615  1.53664  -0.23
C  1.86851  4.59863  0.17446  -0.34
Cl  1.84055  5.99720  1.19573  -0.24
C  2.84369  4.50007  -0.81332  0.70
Cl  3.99605  5.76475  -1.04368  -0.23
C  2.87108  3.36347  -1.61840  -0.40
Cl  4.08135  3.21863  -2.84573  -0.24
O  1.98244  -1.22715  0.31345  -0.16
N  2.29064  -2.37527  -0.38663  0.04
C  1.33847  -2.90321  -1.24224  -0.21
C  1.45040  -4.17857  -1.68791  -0.88
C  2.51026  -5.01631  -1.24983  -0.34
C  3.37707  -4.49458  -0.26890  -0.47
C  3.25024  -3.21260  0.16780  -0.33
H  0.52453  -2.23963  -1.48626  0.51
H  0.70250  -4.55559  -2.37235  0.35
H  2.59744  -6.03943  -1.58714  0.35
H  4.15286  -5.11567  0.16223  0.34
H  3.85856  -2.76639  0.93875  0.41
C  -3.00244  2.24326  -3.16741  -1.30
C  -2.27769  1.64024  -1.97108  0.94
O  -1.10664  1.21196  -2.16457  -0.65
O  -2.86240  1.64298  -0.86143  -0.81
H  -2.60475  1.84160  -4.09733  0.31
H  -2.83812  3.32214  -3.14524  0.28
H  -4.07070  2.04961  -3.08919  0.35


Record 2
A molecular structure, C12H12F6IrN4O4S2Se, computed with ωB97M-V with the def2-TZVPD basis set.

Molar mass   725.551 g mol⁻¹
E_HOMO (alpha / beta)   -12.70 / -13.22 eV
Multiplicity   5
LUMO (alpha / beta)   -0.101 / -0.241 hartree
<S²>   6.02
Orbital gap (alpha / beta)   9.9 / 6.7 eV
Total charge   +1

Each line ends with the Mulliken charge.
Cartesian coordinates (Å):
Ir  -0.56288  0.78341  0.85896  1.12
F  4.35788  1.93456  1.51524  -0.20
C  3.24897  1.72942  0.83829  0.71
F  3.51224  1.66485  -0.46810  -0.22
F  2.40076  2.73831  1.05113  -0.20
S  2.50231  0.11926  1.34590  1.02
O  1.40253  -0.10824  0.34617  -0.74
O  3.54591  -0.83688  1.35495  -0.57
N  1.90298  0.54351  2.72848  -0.33
S  0.63488  -0.13306  3.34671  1.18
O  0.38695  -1.48810  2.95627  -0.57
O  -0.52309  0.78406  3.17078  -0.78
C  1.04897  -0.09766  5.14730  0.47
F  0.03992  -0.64491  5.80593  -0.18
F  2.14916  -0.80166  5.32944  -0.18
F  1.22857  1.14766  5.54991  -0.18
C  1.02307  5.16624  -1.95642  -1.24
C  0.15422  4.43172  -0.99828  0.76
C  -0.73202  4.87726  -0.03324  -1.11
C  -1.27785  3.74023  0.55793  0.78
N  -0.76681  2.64317  -0.03066  -0.09
N  0.12177  3.09207  -0.95868  -0.02
C  -2.28155  3.63639  1.64979  -1.23
H  0.86612  6.23629  -1.85027  0.36
H  0.79588  4.88376  -2.98407  0.34
H  2.07474  4.95330  -1.76319  0.32
H  -0.95098  5.90246  0.20773  0.47
H  0.60738  2.43957  -1.55278  0.23
H  -1.99024  4.25390  2.49768  0.39
H  -2.39891  2.61187  2.00882  0.20
H  -3.25558  3.98118  1.29950  0.32
Se  -2.02004  -1.20918  0.58373  0.05
C  -3.70783  -0.54230  0.11672  0.54
C  -4.78188  -1.42355  0.25886  -0.47
C  -6.04734  -0.95614  -0.06857  -0.39
N  -6.28809  0.26783  -0.52633  -0.49
C  -5.24632  1.08773  -0.67171  -0.54
C  -3.94214  0.74520  -0.36352  -0.18
H  -4.64245  -2.43386  0.61619  0.40
H  -6.90768  -1.60631  0.03881  0.37
H  -5.47191  2.07499  -1.05800  0.38
H  -3.14271  1.45782  -0.51418  0.52


Record 3
A molecular structure, C21H21AuN6OS2, computed with ωB97M-V with the def2-TZVPD basis set.

Molar mass   634.541 g mol⁻¹
E_HOMO   -13.81 eV
LUMO   -0.236 hartree
Orbital gap   7.4 eV
Total charge   +2

Each line ends with the Mulliken charge.
Cartesian coordinates (Å):
Au  0.55697  -0.70267  0.41028  1.01
O  -0.63215  -1.21101  4.18222  -0.62
C  -0.49018  -1.22382  2.98721  0.07
N  0.62235  -0.78659  2.33189  0.08
C  1.69439  -0.09144  3.02143  -0.61
C  2.62209  0.45799  1.98827  0.50
C  3.77028  1.16631  2.30381  -0.91
C  4.57790  1.64633  1.29247  -0.22
C  4.23152  1.41075  -0.03511  -0.86
C  3.08363  0.71115  -0.30260  0.12
N  2.29893  0.24796  0.69214  -0.19
C  -1.51189  -1.74943  2.01746  0.66
C  -2.72149  -2.26018  2.42493  -0.59
C  -3.61866  -2.69146  1.45792  -0.33
C  -3.27300  -2.59841  0.11616  -0.82
C  -2.04551  -2.07094  -0.23010  0.04
N  -1.19002  -1.66230  0.71392  -0.03
H  2.22221  -0.77102  3.69693  0.48
H  1.30039  0.71609  3.64676  0.38
H  4.01590  1.32910  3.34435  0.48
H  5.47573  2.20082  1.53094  0.46
H  4.84360  1.76443  -0.85180  0.45
H  2.76506  0.49754  -1.31165  0.34
H  -2.92699  -2.30087  3.48633  0.53
H  -4.57886  -3.09705  1.74734  0.47
H  -3.94292  -2.93396  -0.66243  0.46
H  -1.72663  -1.98127  -1.25869  0.42
C  -2.93759  5.42372  0.90837  -1.06
N  -2.03634  4.29852  1.11371  -0.12
C  -2.15088  3.11404  0.52632  0.24
N  -3.15943  2.94225  -0.33729  -0.33
S  -1.05266  1.85733  0.89079  -0.27
H  -2.59568  6.25448  1.51673  0.35
H  -3.95503  5.17342  1.21442  0.35
H  -2.93566  5.74205  -0.13557  0.34
H  -1.27601  4.39237  1.76485  0.24
H  -3.83747  3.66218  -0.52449  0.19
H  -3.30109  2.03323  -0.73446  0.20
S  0.17785  0.23191  -4.01369  -0.10
C  0.10335  0.41975  -2.33585  -0.25
N  0.47662  -0.62362  -1.63971  -0.01
C  0.85812  -1.69716  -2.45456  0.23
C  1.30214  -2.95192  -2.03439  -0.63
C  1.62866  -3.87531  -3.00206  -0.79
C  1.52008  -3.56636  -4.36764  -0.60
C  1.08263  -2.33075  -4.78994  -0.56
C  0.74990  -1.39384  -3.81144  0.82
H  -0.24045  1.33148  -1.86093  0.29
H  1.39047  -3.18821  -0.98063  0.36
H  1.97722  -4.85535  -2.70678  0.44
H  1.78678  -4.31263  -5.10330  0.42
H  1.00179  -2.09770  -5.84283  0.46


Record 4
2 unconnected molecules or ions with the total composition CH4O4Si, computed with ωB97M-V with the def2-TZVPD basis set.

Molar mass   108.125 g mol⁻¹
E_HOMO (alpha / beta)   -8.70 / -7.76 eV
LUMO (alpha / beta)   -0.020 / -0.011 hartree
Relative energy (zero: lowest compared OMol25 entry of this formula, charge and spin)   326.3 kJ/mol
Orbital gap (alpha / beta)   8.1 / 7.5 eV

Each line ends with the Mulliken charge.
Cartesian coordinates (Å):
C  2.72860  0.25512  0.57220  0.01
O  3.43373  -0.03153  -0.34759  -0.30
O  -1.09966  -1.60869  1.02104  -0.42
O  -1.18588  1.05700  0.37577  -0.42
O  -1.15960  -0.74579  -1.50326  -0.45
Si  -0.58736  -0.41675  0.05452  0.39
H  3.14439  0.97988  1.35446  0.22
H  -0.45522  -2.34469  1.14719  0.35
H  -1.85520  1.29648  0.99569  0.31
H  -1.41544  -1.60076  -1.58658  0.30


- Which of these has the highest molar mass?
  C12H12F6IrN4O4S2Se


- Which of these has the lowest molar mass?
  CH4O4Si


- The lowest molar mass belongs to which entry?
  CH4O4Si